No. 1
ORCA calculation (the ωB97M-V functional and the def2-TZVPD basis) on a cluster of 3 separate species, C21H50BrF8N6O6P4 in total at a distorted geometry.

Each line ends with the Löwdin charge.
CARTESIAN COORDINATES (ANGSTROEM)
O 6.13 -0.19 2.03  -0.379
P 4.91 0.48 1.13  0.618
Br 3.59 1.50 2.67  0.258
C 3.92 -0.95 0.30  -0.738
C 2.62 -0.22 -0.08  -0.201
C 1.75 -1.05 -1.06  -0.163
O 0.67 -0.19 -1.49  -0.102
C -0.59 -0.73 -1.21  -0.123
C -1.05 -0.51 0.25  -0.409
F -1.05 0.83 0.44  0.125
F -0.23 -1.02 1.18  0.134
C -2.51 -0.98 0.52  -0.376
F -3.30 -0.22 -0.28  0.141
F -2.82 -0.69 1.79  0.170
C -2.83 -2.45 0.17  -0.377
F -4.03 -2.72 0.75  0.126
F -3.03 -2.61 -1.14  0.149
C -1.85 -3.51 0.74  -0.281
F -0.72 -3.62 0.02  0.108
F -2.48 -4.70 0.66  0.090
C 3.69 -1.96 1.49  -0.280
O 4.74 -2.91 1.42  -0.392
P 5.31 -3.01 -0.23  0.387
O 4.65 -1.43 -0.75  -0.334
H 6.97 0.02 1.59  0.035
H 2.85 0.72 -0.61  0.111
H 1.99 0.03 0.78  0.069
H 2.37 -1.41 -1.89  0.130
H 1.34 -1.92 -0.53  0.106
H -0.62 -1.78 -1.54  0.133
H -1.32 -0.19 -1.83  0.148
H -1.57 -3.32 1.79  0.180
H 3.67 -1.45 2.46  0.077
H 2.77 -2.53 1.23  0.103
H 5.88 -4.32 0.09  -0.062
H 4.07 -3.67 -0.63  -0.020
H 5.77 -3.25 -1.59  -0.066
H 6.59 -2.45 0.14  -0.036
O 4.84 4.56 3.76  -0.310
P 4.96 6.05 3.52  0.735
N 5.61 6.44 5.07  -0.309
C 5.40 7.65 5.84  -0.138
C 6.93 5.89 5.34  -0.140
N 3.25 6.34 3.42  -0.349
C 2.47 6.54 4.63  -0.136
C 2.56 5.39 2.55  -0.148
N 5.24 7.64 2.87  -0.322
C 6.61 7.94 2.45  -0.138
C 4.34 8.76 2.79  -0.120
H 6.04 8.48 5.50  0.077
H 5.64 7.46 6.89  0.084
H 4.37 7.98 5.84  0.048
H 7.72 6.51 4.90  0.070
H 7.03 4.88 4.94  0.073
H 7.11 5.82 6.42  0.078
H 2.70 5.80 5.41  0.090
H 1.40 6.49 4.42  0.079
H 2.62 7.54 5.04  0.052
H 2.36 4.44 3.04  0.052
H 3.14 5.19 1.65  0.077
H 1.60 5.81 2.22  0.078
H 7.13 8.57 3.18  0.076
H 6.63 8.44 1.48  0.078
H 7.19 7.02 2.33  0.075
H 4.15 9.22 3.76  0.072
H 3.39 8.50 2.33  0.079
H 4.76 9.55 2.15  0.079
O -4.72 -3.90 -5.14  -0.291
P -5.70 -4.74 -4.34  0.734
N -6.60 -5.32 -5.70  -0.310
C -8.01 -5.63 -5.76  -0.136
C -5.85 -6.18 -6.61  -0.141
N -6.47 -3.40 -3.55  -0.347
C -7.55 -2.68 -4.21  -0.135
C -5.52 -2.45 -2.97  -0.142
N -6.48 -5.82 -3.22  -0.320
C -6.01 -7.20 -3.21  -0.134
C -7.62 -5.58 -2.36  -0.116
H -8.25 -6.62 -5.34  0.078
H -8.34 -5.63 -6.80  0.084
H -8.63 -4.88 -5.27  0.049
H -5.81 -7.21 -6.24  0.071
H -4.83 -5.82 -6.74  0.071
H -6.31 -6.18 -7.60  0.078
H -7.31 -2.43 -5.25  0.089
H -7.77 -1.75 -3.68  0.080
H -8.48 -3.24 -4.17  0.053
H -5.11 -1.77 -3.73  0.084
H -4.69 -2.97 -2.51  0.051
H -6.00 -1.85 -2.19  0.085
H -6.70 -7.87 -3.74  0.077
H -5.87 -7.57 -2.19  0.080
H -5.03 -7.28 -3.70  0.075
H -8.55 -5.51 -2.93  0.073
H -7.50 -4.67 -1.77  0.080
H -7.74 -6.39 -1.64  0.081

Calculated values
Electronic energy, eV: -172747.2174
Net charge: -1
HOMO-LUMO gap, eV: 5.4
HOMO level, eV: -4.25


No. 2
ORCA calculation (the ωB97M-V functional and the def2-TZVPD basis) on a structure of composition C15H22ClF4N2O5PPd.

Each line ends with the Löwdin charge.
CARTESIAN COORDINATES (ANGSTROEM)
Pd -0.70 0.57 -0.02  0.344
C 0.62 0.02 -2.93  -0.102
N 0.89 1.02 -1.90  -0.318
C 0.74 2.35 -2.44  -0.130
C 2.19 0.83 -1.28  -0.240
C 2.46 -0.56 -0.74  -0.279
N 1.41 -1.00 0.15  0.019
C 1.62 -2.10 0.84  -0.229
C 0.63 -2.51 1.78  -0.164
F -0.50 -1.76 1.91  0.037
C 0.75 -3.60 2.59  -0.238
F -0.28 -3.84 3.46  0.038
C 1.84 -4.47 2.59  -0.003
C 2.81 -4.12 1.66  -0.250
F 3.93 -4.90 1.54  0.029
C 2.72 -3.02 0.83  -0.138
F 3.76 -2.86 -0.05  0.016
H 1.35 0.10 -3.76  0.085
H -0.39 0.19 -3.31  0.072
H 0.67 -0.98 -2.52  0.066
H 1.41 2.52 -3.29  0.077
H 0.95 3.08 -1.66  0.068
H -0.29 2.47 -2.77  0.084
H 2.27 1.57 -0.48  0.110
H 3.00 1.05 -2.02  0.111
H 3.44 -0.49 -0.25  0.110
H 2.61 -1.24 -1.60  0.103
H 1.92 -5.33 3.23  0.103
Cl -1.73 -3.13 -2.24  0.459
C -2.19 -1.52 -1.52  -0.494
C -2.92 -0.59 -2.52  -0.820
O -3.78 -1.11 -3.24  -0.088
O -2.60 0.62 -2.40  -0.107
H -1.26 -1.11 -1.14  -0.015
H -2.84 -1.74 -0.68  0.066
C 0.37 1.17 3.24  -0.179
O -1.00 1.54 3.13  -0.333
P -1.45 1.79 1.56  0.651
O -1.10 3.42 1.59  -0.338
C -1.01 4.07 0.35  -0.202
O -3.06 1.87 1.89  -0.336
C -3.94 1.50 0.83  -0.172
H 1.00 2.06 3.31  0.070
H 0.68 0.58 2.38  0.031
H 0.48 0.58 4.15  0.074
H -0.07 4.62 0.30  0.069
H -1.84 4.78 0.24  0.072
H -1.05 3.36 -0.48  0.033
H -4.49 2.39 0.51  0.073
H -4.64 0.76 1.21  0.072
H -3.40 1.10 -0.04  0.032

Calculated values
ΔE to the lowest compared entry with this formula, charge and spin, kJ/mol: 0.0
Electronic energy, eV: -65292.1573
Net charge: -2
HOMO-LUMO gap, eV: 6.2
HOMO level, eV: -1.13


No. 3
ORCA calculation (the ωB97M-V functional and the def2-TZVPD basis) on a structure of composition C52H41N2O6RuS3 at a distorted geometry.

Each line ends with the Löwdin charge.
CARTESIAN COORDINATES (ANGSTROEM)
Ru -0.35 -0.15 0.08  0.865
C 8.34 -2.24 -0.79  -0.040
C 6.98 -1.59 -0.75  -0.256
C 6.78 -0.32 -1.27  -0.024
C 5.53 0.29 -1.22  -0.066
C 4.48 -0.39 -0.63  -0.369
C 4.65 -1.67 -0.11  -0.060
C 5.89 -2.26 -0.18  -0.018
S 2.91 0.44 -0.55  1.087
O 1.86 -0.67 -0.51  -0.614
C 2.97 1.07 1.11  -0.311
C 2.86 0.17 2.19  -0.040
C 2.74 0.66 3.45  -0.004
C 2.70 2.06 3.68  -0.145
C 2.54 2.58 4.98  -0.022
C 2.48 3.93 5.19  -0.061
C 2.58 4.82 4.10  -0.060
C 2.73 4.35 2.83  -0.021
C 2.80 2.95 2.59  -0.108
C 2.92 2.42 1.27  -0.166
C 3.00 3.34 0.09  -0.151
C 4.27 3.95 -0.19  -0.106
C 5.42 3.67 0.60  -0.011
C 6.62 4.24 0.30  -0.056
C 6.75 5.13 -0.79  -0.061
C 5.66 5.42 -1.56  -0.023
C 4.40 4.84 -1.28  -0.149
C 3.27 5.12 -2.08  -0.003
C 2.07 4.53 -1.82  -0.064
C 1.95 3.64 -0.73  -0.305
S 0.32 2.87 -0.65  1.085
O 0.33 1.90 0.52  -0.609
C -0.62 4.29 -0.15  -0.406
C -1.46 4.88 -1.08  -0.080
C -2.21 5.99 -0.69  -0.027
C -2.14 6.48 0.60  -0.256
C -2.94 7.68 1.03  -0.042
C -1.30 5.84 1.52  -0.014
C -0.53 4.75 1.15  -0.043
H 8.95 -1.82 -1.59  0.081
H 8.26 -3.31 -0.94  0.083
H 8.86 -2.07 0.15  0.091
H 7.61 0.21 -1.74  0.119
H 5.38 1.28 -1.64  0.112
H 3.80 -2.19 0.32  0.094
H 6.03 -3.26 0.21  0.122
H 2.83 -0.90 2.00  0.115
H 2.63 -0.01 4.29  0.128
H 2.47 1.89 5.81  0.119
H 2.35 4.32 6.20  0.109
H 2.53 5.89 4.28  0.109
H 2.81 5.04 2.00  0.123
H 5.34 2.98 1.43  0.122
H 7.49 4.01 0.91  0.111
H 7.71 5.58 -1.01  0.110
H 5.74 6.10 -2.40  0.118
H 3.37 5.80 -2.92  0.123
H 1.21 4.73 -2.45  0.111
H -1.54 4.48 -2.08  0.115
H -2.86 6.47 -1.41  0.116
H -3.63 7.99 0.24  0.078
H -2.29 8.52 1.25  0.089
H -3.52 7.46 1.93  0.086
H -1.24 6.21 2.54  0.123
H 0.11 4.25 1.87  0.110
C -1.13 -0.89 4.78  -0.102
C -0.72 0.35 4.29  -0.098
C -0.53 0.54 2.93  -0.120
C -0.71 -0.50 2.02  -0.233
C -1.15 -1.73 2.53  -0.111
C -1.34 -1.92 3.89  -0.091
H -1.28 -1.04 5.84  0.100
H -0.56 1.18 4.97  0.101
H -0.22 1.52 2.59  0.077
H -1.33 -2.56 1.87  0.051
H -1.67 -2.89 4.25  0.102
C -5.23 2.25 0.58  0.011
N -4.50 1.03 0.22  -0.028
C -5.14 -0.11 -0.09  -0.020
C -4.45 -1.23 -0.42  0.034
C -3.04 -1.15 -0.39  -0.390
O -2.39 -2.26 -0.70  -0.269
N -2.40 -0.03 -0.08  0.042
C -3.10 1.12 0.21  -0.449
O -2.58 2.18 0.46  0.087
H -6.29 2.03 0.58  0.094
H -5.01 3.04 -0.14  0.101
H -4.92 2.59 1.56  0.105
H -6.22 -0.08 -0.06  0.142
H -4.94 -2.15 -0.67  0.127
O 0.59 -8.23 1.82  0.131
C 1.34 -7.11 1.79  -0.479
O 2.43 -7.10 2.27  0.139
C 0.74 -5.90 1.14  -0.122
C -0.63 -5.67 1.08  -0.003
C -1.13 -4.52 0.50  -0.072
C -0.24 -3.60 -0.03  -0.438
S -0.69 -2.07 -0.81  1.021
C 1.14 -3.83 -0.01  -0.068
C 1.62 -4.97 0.59  0.013
H -0.21 -8.13 1.29  0.101
H -1.33 -6.37 1.52  0.124
H -2.19 -4.33 0.47  0.115
H 1.81 -3.10 -0.45  0.087
H 2.68 -5.16 0.66  0.128

Calculated values
ΔE to the lowest compared entry with this formula, charge and spin, kJ/mol: 4.9
Electronic energy, eV: -104937.7651
Net charge: +1
HOMO-LUMO gap, eV: 7.4
HOMO level, eV: -9.68


No. 4
ORCA calculation (the ωB97M-V functional and the def2-TZVPD basis) on a cluster of 2 separate species, C6H14O in total at a distorted geometry.

Each line ends with the Löwdin charge.
CARTESIAN COORDINATES (ANGSTROEM)
C -3.26 0.68 0.09  0.008
C -1.94 1.16 -0.33  -0.312
C -0.81 0.71 0.62  -0.232
C 0.38 0.43 -0.27  -0.268
C 1.60 -0.14 0.41  -0.205
C 2.68 -0.42 -0.62  -0.301
O 3.81 -0.92 0.06  -0.067
H -3.30 -5.76 1.70  0.000
H -4.18 1.17 -0.24  0.040
H -3.37 -0.15 0.77  0.046
H -1.63 0.87 -1.46  0.148
H -1.97 2.26 -0.40  0.105
H -0.56 1.46 1.38  0.119
H -1.10 -0.20 1.18  0.110
H 0.62 1.37 -0.79  0.124
H 0.03 -0.27 -1.05  0.113
H 1.98 0.55 1.16  0.124
H 1.34 -1.07 0.92  0.124
H 2.29 -1.14 -1.36  0.121
H 2.91 0.51 -1.16  0.121
H 4.49 -1.10 -0.60  0.084

Calculated values
ΔE to the lowest compared entry with this formula, charge and spin, kJ/mol: 523.2
Electronic energy, eV: -8491.4693
Net charge: 0
HOMO-LUMO gap (spin up / spin down), eV: 10.8 / 8.9
HOMO level (spin up / spin down), eV: -10.32 / -7.92


No. 5
ORCA calculation (the ωB97M-V functional and the def2-TZVPD basis) on a cluster of 3 separate species, C34H68O9P in total at a distorted geometry.

Each line ends with the Löwdin charge.
CARTESIAN COORDINATES (ANGSTROEM)
C 4.38 2.81 -0.16  -0.111
C 5.79 2.27 -0.51  -0.244
C 6.74 2.22 0.70  -0.222
C 6.87 0.84 1.37  -0.202
C 5.57 0.04 1.51  -0.197
C 5.68 -1.40 0.97  -0.206
C 4.82 -2.40 1.76  -0.211
C 3.33 -2.23 1.48  -0.208
C 2.91 -2.78 0.11  -0.209
C 1.39 -2.74 -0.06  -0.220
C 0.87 -3.60 -1.21  -0.199
C -0.54 -3.16 -1.69  -0.201
C -0.54 -2.65 -3.13  -0.203
C 0.00 -1.21 -3.26  -0.195
C -0.91 -0.21 -3.98  -0.181
C -2.36 -0.11 -3.49  -0.107
C -2.58 0.83 -2.30  -0.531
O -1.95 2.08 -2.64  -0.073
C -1.06 2.62 -1.70  -0.241
C -0.40 3.86 -2.30  -0.214
C 1.09 3.97 -1.98  -0.126
C -2.26 0.21 -0.92  -0.259
O -3.29 0.48 -0.03  -0.321
P -4.82 0.33 -0.93  0.533
C -5.39 2.00 -0.21  -0.306
C -6.89 2.14 0.08  -0.257
C -7.49 1.08 1.04  -0.218
C -8.37 1.70 2.16  -0.264
C -9.63 0.90 2.47  -0.128
O -3.95 1.11 -2.26  -0.265
H 3.61 2.04 -0.26  0.061
H 4.33 3.17 0.87  0.069
H 4.08 3.62 -0.81  0.058
H 5.69 1.27 -0.93  0.100
H 6.21 2.96 -1.24  0.094
H 6.48 2.98 1.44  0.100
H 7.74 2.50 0.35  0.096
H 7.27 1.01 2.37  0.101
H 7.64 0.26 0.85  0.098
H 5.33 -0.06 2.57  0.108
H 4.73 0.56 1.05  0.084
H 6.72 -1.72 1.06  0.099
H 5.41 -1.43 -0.08  0.104
H 5.12 -3.43 1.54  0.084
H 5.00 -2.24 2.83  0.107
H 3.06 -1.18 1.51  0.111
H 2.72 -2.74 2.23  0.110
H 3.32 -2.13 -0.68  0.108
H 3.27 -3.80 -0.01  0.103
H 1.11 -1.70 -0.27  0.102
H 0.88 -2.99 0.87  0.116
H 1.56 -3.51 -2.05  0.103
H 0.85 -4.64 -0.89  0.107
H -0.86 -2.36 -1.02  0.080
H -1.27 -3.96 -1.54  0.105
H 0.14 -3.30 -3.68  0.096
H -1.51 -2.76 -3.60  0.100
H 0.28 -0.79 -2.29  0.094
H 0.93 -1.26 -3.84  0.099
H -0.93 -0.47 -5.04  0.104
H -0.44 0.77 -3.92  0.102
H -2.96 0.31 -4.29  0.120
H -2.79 -1.07 -3.25  0.099
H -0.27 1.92 -1.43  0.101
H -1.58 2.90 -0.77  0.130
H -0.88 4.77 -1.93  0.100
H -0.54 3.86 -3.38  0.107
H 1.25 4.40 -0.98  0.066
H 1.62 4.63 -2.67  0.063
H 1.58 2.99 -1.97  0.056
H -2.26 -0.88 -1.11  0.083
H -1.27 0.39 -0.50  0.106
H -5.38 -0.43 0.17  -0.021
H -6.02 0.24 -1.74  -0.006
H -4.39 -0.95 -1.49  -0.006
H -5.10 2.77 -0.93  0.073
H -4.85 2.21 0.72  0.045
H -7.47 2.19 -0.84  0.099
H -7.02 3.11 0.57  0.065
H -6.72 0.49 1.51  0.081
H -8.15 0.43 0.46  0.099
H -8.60 2.75 1.97  0.073
H -7.76 1.69 3.07  0.098
H -9.38 -0.06 2.92  0.066
H -10.25 0.76 1.59  0.066
H -10.22 1.43 3.21  0.060
C -4.00 4.38 2.47  -0.017
C -5.22 5.21 2.79  -0.324
C -5.87 4.92 4.13  -0.095
O -7.25 5.24 3.88  0.057
C -7.47 5.07 2.54  -0.577
O -8.53 5.03 2.02  0.155
O -6.29 4.91 1.89  0.074
H -3.23 4.53 3.22  0.088
H -4.26 3.32 2.42  0.082
H -3.60 4.65 1.49  0.091
H -4.99 6.28 2.70  0.154
H -5.48 5.52 4.94  0.132
H -5.81 3.86 4.39  0.138
C 8.52 -7.73 -0.43  -0.026
C 7.56 -6.61 -0.18  -0.332
C 7.61 -6.01 1.21  -0.094
O 6.26 -5.55 1.40  0.042
C 5.45 -6.32 0.62  -0.558
O 4.27 -6.33 0.68  0.176
O 6.20 -7.07 -0.23  0.084
H 9.55 -7.39 -0.28  0.089
H 8.32 -8.57 0.24  0.091
H 8.42 -8.10 -1.45  0.086
H 7.67 -5.83 -0.93  0.159
H 8.30 -5.18 1.31  0.138
H 7.83 -6.76 1.98  0.138

Calculated values
Electronic energy, eV: -64077.3054
Net charge: -1
HOMO-LUMO gap, eV: 5.5
HOMO level, eV: -3.88


No. 6
ORCA calculation (the ωB97M-V functional and the def2-TZVPD basis) on the molecule CH3NO at a distorted geometry.

Each line ends with the Löwdin charge.
CARTESIAN COORDINATES (ANGSTROEM)
C -0.10 0.37 0.30  -0.065
N 0.29 -1.09 -0.19  -0.092
O 0.38 -1.22 -1.38  -0.028
H -1.07 0.25 0.78  0.064
H -0.15 1.05 -0.54  0.063
H 0.65 0.65 1.04  0.058

Calculated values
ΔE to the lowest compared entry with this formula, charge and spin, kJ/mol: 278.6
Electronic energy, eV: -4620.5339
Net charge: 0
HOMO-LUMO gap, eV: 9.3
HOMO level, eV: -9.07


- What is the formula in the fifth record?
  C34H68O9P


- Which of these has the lowest net charge?
  C15H22ClF4N2O5PPd


- The lowest electronic energy belongs to which entry?
  C21H50BrF8N6O6P4